Record 1
This record from the OMol25 dataset describes C44H29F9N4PRu as an isolated structure at a distorted geometry. The level of theory is ωB97M-V with the def2-TZVPD basis set.

Cartesian coordinates (Å):
H: -4.76 -1.31 1.02
C: 2.91 2.07 1.44
C: 1.61 -1.06 -2.36
C: -2.50 -0.08 3.90
C: -4.11 -0.97 1.82
H: -1.25 3.17 -0.12
F: -3.30 -3.01 5.42
C: -3.74 -2.60 -2.31
N: 1.04 0.38 1.29
H: 2.90 -1.38 -4.02
F: -3.71 -3.95 -4.76
C: -4.14 4.88 -0.46
H: -1.70 -3.21 0.75
C: -4.58 2.52 -0.40
F: -5.48 6.41 -1.63
C: 2.00 3.14 -0.98
C: -3.11 -0.04 1.56
H: -6.10 4.02 -0.60
C: -3.76 0.17 -2.55
C: -4.52 -2.88 -4.66
C: 0.47 2.93 -2.83
C: -1.09 -2.96 1.61
H: -4.44 -0.17 -4.56
H: -3.78 1.24 -2.66
H: 2.31 1.08 3.69
C: -3.45 -1.06 4.12
C: 2.19 -1.83 -3.34
H: -3.75 -3.68 -2.21
C: 1.16 -0.30 2.52
N: 0.73 -1.54 -1.47
C: -3.37 -1.81 -1.24
C: 0.41 -1.52 2.60
C: -4.69 6.29 -0.56
C: 1.85 -0.66 4.82
H: 1.97 4.46 -2.70
H: -2.10 5.49 -0.30
F: -4.48 -2.23 -5.83
C: -4.14 -0.63 -3.63
P: -2.60 0.62 -0.06
C: -1.10 -3.80 2.72
F: -4.86 -1.60 5.93
C: -4.28 -1.48 3.09
C: 0.95 -3.69 -2.52
C: 1.83 0.12 3.65
H: -0.90 1.26 -2.65
H: -1.73 -4.68 2.71
C: -4.11 -2.00 -3.51
C: -2.33 0.43 2.63
F: -5.77 -3.35 -4.50
H: 1.88 -0.01 -2.27
H: 1.19 -2.45 5.79
C: -0.09 1.82 -2.19
C: -2.32 3.36 -0.23
H: 3.35 1.66 2.33
C: -5.05 3.82 -0.49
F: -5.42 6.59 0.53
C: 1.51 3.60 -2.23
H: -1.59 1.21 2.46
H: -0.34 -4.08 4.71
F: -3.71 7.19 -0.66
H: -3.10 -2.27 -0.30
C: -2.78 4.66 -0.32
F: -2.80 -1.14 6.39
H: 2.29 -3.81 -4.20
Ru: -0.23 -0.28 0.08
H: -0.29 -3.22 -0.84
C: 1.80 1.49 0.85
H: 4.38 3.62 1.37
H: -1.88 0.28 4.71
N: -0.36 -1.86 1.51
C: 3.53 3.19 0.86
H: 0.65 -4.72 -2.54
H: -5.05 -2.21 3.29
C: 1.19 -1.85 4.88
N: 0.34 1.38 -1.03
C: -3.61 -1.69 5.48
C: 1.85 -3.17 -3.43
C: 1.37 2.02 -0.40
C: 3.09 3.74 -0.31
H: 0.08 3.24 -3.79
C: 0.42 -2.84 -1.56
C: -3.37 -0.42 -1.35
H: 2.40 -0.29 5.68
C: -0.34 -3.47 3.81
H: -5.28 1.70 -0.42
C: -3.21 2.29 -0.27
H: 3.58 4.60 -0.75
C: 0.43 -2.29 3.77

Results
E_tot (eV): -88377.340
Frontier orbital gap (spin up / spin down) (eV): 5.86 / 6.72
Spin multiplicity: 2
Lowest unoccupied orbital energy (spin up / spin down) (Eh): -0.27240 / -0.25162
Charge: +2
HOMO (spin up / spin down) (eV): -13.27 / -13.57
⟨S²⟩: 0.819
ΔE to the lowest compared entry with this formula, charge and spin (eV): 0.906


Record 2
This record from the OMol25 dataset describes C44H34ClFN5O5PdS2 as an isolated structure at a distorted geometry. The level of theory is ωB97M-V with the def2-TZVPD basis set.

Cartesian coordinates (Å):
C: -18.57 -22.71 -9.46
C: -14.82 -19.18 -7.13
C: -13.61 -19.01 -7.77
O: -16.53 -22.81 -3.27
C: -17.30 -14.80 -0.05
H: -21.42 -24.35 -10.34
C: -12.63 -18.16 -7.04
H: -25.45 -20.41 -0.74
H: -10.82 -14.08 -3.38
C: -17.58 -17.39 -2.59
C: -17.97 -21.01 -7.66
O: -16.49 -20.85 -4.24
H: -26.49 -23.23 -2.79
H: -21.47 -19.20 -4.71
O: -19.15 -19.91 -4.81
C: -26.07 -20.59 -3.22
C: -26.21 -22.47 -0.88
N: -24.95 -21.28 -2.60
H: -21.63 -25.29 -3.24
C: -13.32 -19.68 -9.00
C: -18.61 -21.86 -3.62
H: -16.10 -22.14 -10.30
C: -12.14 -15.46 -4.49
N: -20.41 -23.05 -2.58
H: -20.07 -25.90 -0.67
C: -14.28 -17.80 -5.31
C: -21.37 -22.11 -3.00
C: -16.43 -17.55 -0.29
N: -17.04 -20.16 -7.19
C: -15.82 -20.04 -7.77
H: -26.26 -19.59 -2.82
C: -15.41 -20.77 -8.92
H: -19.41 -25.63 -2.34
O: -16.89 -17.72 -3.60
C: -16.55 -15.51 1.00
S: -10.29 -17.11 -5.40
C: -19.51 -20.86 -4.11
H: -18.43 -23.72 -2.58
C: -20.43 -23.99 -10.16
Pd: -17.25 -19.15 -5.20
H: -19.51 -25.44 -11.46
C: -17.49 -15.42 -1.27
C: -22.70 -22.22 -2.63
H: -11.68 -18.19 -7.54
H: -28.07 -21.57 -3.56
H: -26.92 -22.29 -0.05
H: -21.17 -23.59 -0.72
C: -19.37 -24.58 -10.83
C: -17.11 -16.77 -1.35
H: -22.46 -25.63 -1.65
H: -20.54 -22.23 -8.73
C: -20.24 -25.44 -1.64
H: -27.93 -23.20 -1.85
N: -15.17 -18.57 -5.90
C: -16.24 -16.88 0.85
C: -17.68 -21.78 -8.88
H: -27.92 -20.79 -1.96
C: -25.18 -21.39 -1.16
C: -23.13 -20.22 -3.91
C: -19.11 -22.93 -2.91
H: -13.83 -21.25 -10.28
C: -21.81 -20.07 -4.19
C: -19.95 -22.97 -9.30
Cl: -16.27 -14.52 2.45
S: -17.89 -23.89 -10.51
O: -18.81 -17.62 -2.53
C: -20.91 -21.02 -3.75
C: -20.89 -24.06 -1.66
H: -24.29 -21.81 -0.70
F: -24.02 -19.32 -4.30
H: -8.75 -15.63 -4.07
H: -18.02 -14.92 -2.11
C: -14.10 -20.61 -9.46
H: -13.06 -14.84 -4.15
C: -16.42 -21.63 -9.40
C: -10.84 -14.99 -4.04
C: -9.73 -15.90 -4.43
H: -25.75 -23.44 -0.70
N: -27.07 -22.67 -2.12
H: -14.65 -17.45 -4.34
H: -25.92 -20.49 -4.32
C: -11.99 -16.67 -5.32
C: -21.61 -25.25 -2.17
H: -18.96 -21.06 -7.24
C: -17.06 -21.86 -3.78
H: -23.01 -23.01 -1.91
C: -27.36 -21.35 -2.76
H: -17.54 -13.77 0.08
H: -12.39 -19.43 -9.54
C: -12.97 -17.54 -5.94
H: -16.19 -18.57 -0.53
H: -15.65 -17.32 1.61
C: -23.58 -21.24 -3.06

Results
E_tot (eV): -104228.922
Frontier orbital gap (spin up / spin down) (eV): 6.27 / 3.31
Spin multiplicity: 5
Lowest unoccupied orbital energy (spin up / spin down) (Eh): -0.26770 / -0.37416
Charge: +3
HOMO (spin up / spin down) (eV): -13.56 / -13.50
⟨S²⟩: 6.064


Record 3
This record from the OMol25 dataset describes C44H34ClN10O12Ta as an isolated structure at a distorted geometry. The level of theory is ωB97M-V with the def2-TZVPD basis set.

Cartesian coordinates (Å):
H: -23.56 2.27 5.01
H: -25.35 -4.76 -2.09
C: -21.21 -4.03 5.59
C: -19.54 -0.49 0.67
C: -20.71 -9.64 0.46
C: -23.14 -0.76 3.43
N: -17.48 -0.70 1.57
C: -24.09 -1.42 0.98
C: -24.64 -4.35 -2.79
C: -22.55 -3.09 -2.95
N: -23.55 -3.79 -2.27
C: -20.75 -11.96 0.64
N: -19.99 -8.44 0.12
H: -15.57 0.09 2.27
O: -23.73 -6.40 1.33
C: -20.46 -3.85 6.88
N: -14.02 0.43 -1.13
N: -23.48 -2.41 1.72
C: -22.87 -10.70 0.83
C: -27.11 -5.82 0.19
O: -16.49 -6.97 -1.80
H: -24.50 -1.67 -0.03
O: -23.24 -3.93 -0.89
C: -13.94 -1.31 -2.83
H: -23.93 2.40 2.27
C: -17.50 -6.34 -1.55
H: -18.64 -4.43 7.37
C: -21.96 -2.99 5.05
C: -18.33 0.10 0.77
N: -14.71 0.61 -0.03
C: -19.88 -6.30 -0.23
H: -20.31 -12.94 0.56
N: -19.45 -1.73 1.28
C: -24.28 -0.17 1.42
H: -20.81 -4.49 7.68
C: -14.34 -0.78 -1.66
Cl: -18.02 -9.54 -1.36
O: -17.65 -5.03 -1.90
H: -23.94 -3.51 -6.00
C: -21.68 -5.32 3.58
C: -17.87 -3.00 2.68
H: -18.49 -4.60 -1.58
C: -22.66 -3.11 -4.35
H: -22.62 -8.53 0.50
C: -24.96 -6.52 0.88
H: -20.42 0.01 0.31
H: -24.80 0.51 0.75
H: -18.03 0.99 0.35
O: -27.83 -5.11 -0.44
H: -16.11 -3.48 -0.32
C: -18.25 -1.83 1.85
H: -18.14 -3.94 2.19
O: -21.30 -4.85 0.73
H: -20.64 -2.82 7.09
H: -18.95 -10.78 0.80
O: -25.37 -8.91 1.19
C: -27.12 -7.34 0.50
C: -18.74 -6.92 -0.96
H: -21.67 -6.24 3.03
C: -25.76 -5.42 0.61
H: -22.44 1.96 3.30
H: -20.39 -6.07 5.07
N: -20.55 -7.25 0.42
C: -15.19 -3.32 -2.28
C: -21.00 -5.19 4.78
N: -15.31 -0.62 0.36
C: -22.17 -11.89 0.72
H: -15.75 -1.66 2.11
C: -15.16 -1.55 -0.74
H: -18.34 -2.84 3.69
C: -25.71 -7.75 0.88
H: -21.66 -2.88 -2.37
C: -22.52 -3.16 3.78
N: -22.54 -4.37 3.10
H: -21.86 -2.65 -4.95
C: -15.54 -2.85 -1.00
C: -23.81 -3.67 -4.96
H: -13.84 -3.11 -4.02
H: -16.80 -2.97 2.67
C: -23.52 1.70 3.10
C: -24.73 -4.35 -4.21
H: -23.87 -10.82 1.15
C: -20.01 -10.78 0.74
H: -15.51 -4.30 -2.61
H: -25.52 -4.95 -4.70
C: -23.07 -2.05 2.97
H: -13.39 -0.68 -3.55
O: -20.03 -3.97 -0.92
O: -28.15 -8.01 0.70
H: -22.09 -2.06 5.62
C: -18.88 -8.31 -0.65
C: -20.36 -4.93 -0.21
O: -25.21 -4.24 0.86
Ta: -23.22 -4.39 0.90
O: -19.05 -4.11 6.56
C: -16.00 -0.70 1.61
O: -24.22 2.01 4.34
C: -22.11 -9.51 0.67
H: -22.67 -12.84 0.64
H: -22.82 -0.41 4.38
C: -14.25 -2.64 -3.13
C: -23.72 0.28 2.66

Results
E_tot (eV): -99715.362
Frontier orbital gap (spin up / spin down) (eV): 5.06 / 6.14
Spin multiplicity: 2
Lowest unoccupied orbital energy (spin up / spin down) (Eh): -0.15856 / -0.15743
Charge: +1
HOMO (spin up / spin down) (eV): -9.37 / -10.42
⟨S²⟩: 0.761
ΔE to the lowest compared entry with this formula, charge and spin (eV): 3.378


Record 4
This record from the OMol25 dataset describes C44H35AuN4O2Te as an isolated structure. The level of theory is ωB97M-V with the def2-TZVPD basis set.

Cartesian coordinates (Å):
C: 1.29 1.45 4.41
H: -1.88 -3.74 3.36
C: -4.25 -1.85 -1.56
C: -3.06 -1.56 -0.91
N: 0.43 -0.77 -1.75
H: 1.57 -2.90 -0.05
H: -0.50 -3.44 4.43
C: -0.25 5.72 -1.59
O: 2.48 1.21 2.37
C: 1.92 4.08 -1.80
C: 0.17 -0.01 1.10
C: -0.39 4.35 -1.73
N: -1.73 2.35 -1.93
H: -1.11 1.91 6.76
C: 1.01 6.27 -1.55
H: -2.87 0.64 -2.09
C: -0.47 -2.33 2.59
C: 5.37 2.64 -2.23
C: -1.88 -1.42 -1.64
O: 0.24 1.07 0.50
C: 0.52 -5.45 -0.01
C: -1.12 -5.54 -1.78
H: 4.61 4.48 -1.46
H: 0.54 -1.34 4.22
C: -1.90 -1.57 -3.03
C: -1.51 -6.73 0.28
C: 2.19 2.57 6.34
H: 1.14 7.34 -1.45
C: -0.61 -1.11 -0.98
C: -4.12 3.75 -1.78
H: 5.78 0.72 -3.13
H: -2.89 5.48 -1.64
H: -2.13 -7.38 0.89
H: 3.10 -2.74 -0.90
C: 3.04 3.13 -2.03
H: -1.25 -3.14 0.76
Au: 0.46 1.40 -1.92
H: 6.41 2.92 -2.10
C: 0.09 -5.07 -1.28
H: -1.12 6.36 -1.52
C: 5.03 1.42 -2.79
H: 0.05 -6.60 1.75
C: 4.36 3.51 -1.87
N: 0.68 3.56 -1.81
C: 2.12 5.44 -1.66
H: 3.03 3.02 6.85
C: 0.04 1.40 5.02
C: -4.27 -1.99 -2.94
C: -0.80 -3.55 3.39
H: 2.47 -0.75 -1.99
C: -4.12 2.37 -1.90
C: -1.72 3.69 -1.80
C: -0.29 -6.28 0.77
H: 3.11 5.86 -1.67
H: -5.04 4.30 -1.73
C: 3.69 1.10 -2.89
C: -0.13 1.94 6.29
H: 3.39 0.17 -3.36
H: 2.03 -0.53 -0.31
C: 0.95 2.51 6.95
C: -3.09 -1.84 -3.68
H: -3.11 -1.96 -4.75
C: 2.36 2.04 5.07
C: -1.92 -6.37 -1.00
Te: 1.26 -3.84 -2.53
N: 2.71 1.92 -2.49
H: 0.81 2.92 7.95
C: 0.24 -1.25 3.19
C: -0.78 -2.28 1.23
H: -5.04 1.81 -1.94
H: 1.49 -5.15 0.37
H: -5.20 -2.21 -3.45
H: -1.44 -5.27 -2.78
C: 0.58 -0.14 2.49
H: -5.16 -1.96 -0.99
C: 2.03 -2.57 -0.97
C: -2.90 1.72 -1.97
H: -0.82 0.98 4.51
H: -0.98 -1.47 -3.59
H: 3.32 2.08 4.58
H: -2.86 -6.73 -1.39
C: 1.52 0.91 3.05
C: -2.90 4.41 -1.73
C: -0.44 -1.19 0.46
H: -3.07 -1.40 0.16
H: -0.31 -4.43 2.97
C: 1.78 -1.08 -1.23

Results
E_tot (eV): -67220.691
Frontier orbital gap (spin up / spin down) (eV): 3.42 / 3.42
Lowest unoccupied orbital energy (spin up / spin down) (Eh): -0.31334 / -0.31333
Charge: +2
HOMO (spin up / spin down) (eV): -11.95 / -11.95
ΔE to the lowest compared entry with this formula, charge and spin (eV): 0.190


Record 5
This record from the OMol25 dataset describes C44H35N4O3S6V as an isolated structure. The level of theory is ωB97M-V with the def2-TZVPD basis set.

Cartesian coordinates (Å):
N: -1.22 -4.70 -0.74
S: -0.46 -1.75 -1.51
H: -3.77 0.42 0.92
O: -0.89 1.30 -0.17
H: 6.39 1.32 -2.02
S: 0.00 -4.18 0.29
H: -0.80 -9.61 -0.34
C: -3.56 -3.29 -4.54
H: 2.25 -2.45 -8.45
C: -4.73 -3.99 -4.25
H: 1.68 -0.06 -4.93
C: 1.95 -1.13 -6.79
C: -4.70 -5.04 -3.34
H: 2.16 0.58 -1.70
C: -3.62 -3.22 1.81
O: -0.18 1.22 1.90
H: -1.54 5.55 3.65
C: 1.87 -1.01 -5.41
C: -3.78 -4.56 1.50
C: -5.41 0.56 -0.48
C: -1.67 5.08 2.68
V: -0.38 -0.54 0.59
H: -3.91 -1.63 3.20
H: 1.83 -0.25 -7.41
C: -0.69 -7.47 -3.55
C: 3.16 0.29 -2.01
C: -2.37 -3.65 -3.93
C: -0.68 -9.62 -2.48
S: -0.75 -5.04 -2.24
C: -5.00 -4.83 3.56
H: -5.55 -5.46 4.25
H: -3.11 5.62 -0.36
H: -4.62 -6.42 2.17
C: 4.59 -1.36 -3.03
C: 4.27 1.10 -1.79
H: -5.61 -5.58 -3.12
C: -0.77 -9.01 -1.24
C: 2.25 -3.40 -5.20
C: -2.56 5.13 0.44
C: 5.53 0.69 -2.20
C: -4.80 -2.08 -1.11
C: -4.38 -0.08 0.18
H: -2.80 6.71 1.85
H: -1.82 2.44 -1.04
C: 2.34 -3.50 -6.58
C: -2.35 -4.69 -3.01
C: -4.81 -3.48 3.86
C: -0.64 -8.85 -3.64
C: -0.75 1.85 0.99
C: -1.32 3.21 1.20
H: 2.29 -4.27 -4.56
H: -1.43 -3.15 -4.14
H: -4.52 -3.10 -1.37
C: -4.09 -1.40 -0.13
N: -1.91 -1.11 1.47
H: -0.94 -7.12 -0.20
H: -0.56 -9.33 -4.61
C: -4.49 -5.37 2.39
H: 4.14 2.06 -1.31
H: -5.64 1.59 -0.26
S: 1.92 -2.03 -2.84
N: 0.69 -1.05 -2.54
H: -6.38 -1.96 -2.54
C: 5.69 -0.55 -2.81
C: -0.80 -6.86 -2.31
H: -3.32 -4.96 0.60
H: -0.63 -10.70 -2.55
H: 4.70 -2.32 -3.51
C: -6.14 -0.12 -1.45
C: 2.03 -2.15 -4.63
H: 2.50 -4.46 -7.04
H: -5.20 -3.08 4.78
C: -2.03 3.86 0.18
H: -0.60 3.28 3.20
C: -4.10 -2.67 2.99
C: 3.33 -0.93 -2.63
C: -1.15 3.82 2.44
N: 0.41 -4.49 -2.95
C: -2.38 5.73 1.67
O: -2.24 3.33 -1.03
C: 0.30 -2.48 -0.14
C: -3.52 -5.39 -2.72
C: -0.84 -7.62 -1.15
H: -5.66 -3.71 -4.73
S: 1.62 -1.69 0.68
H: -0.63 -6.85 -4.44
H: -3.49 -6.21 -2.00
H: -3.58 -2.47 -5.24
H: -6.94 0.39 -1.98
C: -5.83 -1.44 -1.77
H: 6.67 -0.88 -3.12
C: 2.19 -2.37 -7.37
S: -2.69 -2.22 0.65

Results
E_tot (eV): -148996.141
Frontier orbital gap (spin up / spin down) (eV): 6.87 / 6.19
Spin multiplicity: 2
Lowest unoccupied orbital energy (spin up / spin down) (Eh): 0.09126 / 0.09149
Charge: -1
HOMO (spin up / spin down) (eV): -4.39 / -3.70
⟨S²⟩: 1.199
ΔE to the lowest compared entry with this formula, charge and spin (eV): 0.035